C41H32HfN5O4S2 as an isolated structure. Source: the OMol25 dataset; level of theory: ωB97M-V/def2-TZVPD.

Each line ends with the Mulliken charge.
Positions of all 85 atoms, in Å:
1 Hf -0.325 0.318 -0.707  1.927
2 O -1.315 0.277 -2.480  -0.910
3 C -2.602 0.123 -2.805  0.274
4 C -2.944 -0.476 -4.014  -0.554
5 C -4.277 -0.639 -4.353  -0.534
6 C -5.292 -0.198 -3.512  -0.828
7 C -4.959 0.413 -2.319  -0.854
8 C -3.622 0.571 -1.935  1.005
9 C -3.372 1.231 -0.667  -0.260
10 N -2.243 1.285 -0.061  0.774
11 N -2.208 2.061 1.103  -1.136
12 C -1.077 1.867 1.700  0.350
13 O -0.179 1.004 1.264  0.109
14 C -0.721 2.681 2.883  0.343
15 C 0.583 2.659 3.370  -0.045
16 C 0.935 3.451 4.453  -0.977
17 C -0.015 4.266 5.053  -0.452
18 C -1.315 4.294 4.565  -0.668
19 C -1.670 3.509 3.481  -0.461
20 H -2.150 -0.799 -4.674  0.491
21 H -4.528 -1.110 -5.295  0.439
22 H -6.328 -0.321 -3.793  0.421
23 H -5.740 0.773 -1.660  0.419
24 H -4.207 1.738 -0.185  0.417
25 H 1.321 2.039 2.882  0.306
26 H 1.952 3.434 4.822  0.456
27 H 0.258 4.883 5.898  0.410
28 H -2.053 4.931 5.033  0.415
29 H -2.679 3.529 3.094  0.476
30 O 3.514 -1.050 -1.163  -0.739
31 S 2.515 -0.498 -0.306  1.201
32 O 1.240 -1.273 -0.151  -0.345
33 N 1.850 0.850 -0.831  -0.517
34 C 2.246 2.165 -0.546  0.108
35 C 3.447 2.608 -0.064  -0.450
36 C 3.654 3.986 0.186  -1.028
37 C 2.690 4.910 -0.084  -0.957
38 C 1.449 4.485 -0.619  1.128
39 C 0.413 5.368 -0.997  -0.712
40 C -0.741 4.873 -1.536  -1.089
41 C -0.900 3.482 -1.640  0.128
42 N 0.030 2.627 -1.274  -0.046
43 C 1.222 3.115 -0.821  0.339
44 C 3.222 -0.359 1.299  0.021
45 C 2.413 -0.328 2.426  -0.491
46 C 3.006 -0.246 3.677  -0.647
47 C 4.388 -0.202 3.791  -0.572
48 C 5.189 -0.253 2.657  -0.742
49 C 4.609 -0.338 1.403  -0.416
50 H 4.260 1.921 0.116  0.488
51 H 4.610 4.299 0.583  0.442
52 H 2.857 5.965 0.087  0.447
53 H 0.550 6.435 -0.868  0.480
54 H -1.542 5.524 -1.856  0.451
55 H -1.824 3.059 -2.015  0.347
56 H 1.338 -0.357 2.325  0.487
57 H 2.385 -0.218 4.562  0.476
58 H 4.847 -0.139 4.769  0.423
59 H 6.266 -0.238 2.752  0.439
60 H 5.224 -0.407 0.515  0.566
61 N -1.443 -1.616 -0.354  -0.446
62 S -1.587 -2.872 -1.390  0.240
63 C -1.844 -4.253 -0.313  0.151
64 C -0.955 -4.518 0.726  0.154
65 C -1.223 -5.575 1.576  -0.933
66 C -2.360 -6.355 1.382  -0.465
67 C -3.234 -6.083 0.344  -0.719
68 C -2.980 -5.019 -0.515  -0.407
69 C -0.034 -3.318 -2.195  0.991
70 C 0.440 -4.624 -2.167  -0.646
71 C 1.570 -4.958 -2.902  -0.766
72 C 2.224 -4.001 -3.658  -0.669
73 C 1.730 -2.705 -3.701  -0.700
74 C 0.595 -2.363 -2.987  -0.114
75 H -1.056 -1.995 0.511  0.385
76 H -0.060 -3.919 0.853  0.480
77 H -0.544 -5.801 2.387  0.423
78 H -2.561 -7.182 2.050  0.404
79 H -4.116 -6.691 0.197  0.410
80 H -3.657 -4.786 -1.326  0.468
81 H -0.052 -5.390 -1.586  0.401
82 H 1.934 -5.977 -2.873  0.433
83 H 3.113 -4.261 -4.217  0.404
84 H 2.229 -1.949 -4.291  0.469
85 H 0.217 -1.351 -3.073  0.477

As for the lowest unoccupied orbital energy: -2.88 eV. The calculation puts the highest occupied orbital energy at -10.55 eV. Its charge is +1. The multiplicity is 1. The frontier orbital gap is 7.674 eV.

=====

C41H32N2NiO5PS as an isolated structure. Source: the OMol25 dataset; level of theory: ωB97M-V/def2-TZVPD.

Each line ends with the Löwdin spin population.
Positions of all 83 atoms, in Å:
1 Ni 0.693 -0.226 1.065  0.875
2 C -1.094 1.706 -4.124  0.008
3 C -1.208 2.794 -3.271  0.001
4 C -1.724 2.623 -1.996  0.026
5 C -2.154 1.368 -1.563  0.061
6 C -2.039 0.280 -2.431  0.016
7 C -1.506 0.451 -3.699  0.000
8 P -2.681 1.176 0.174  0.529
9 C -4.439 0.858 0.040  0.052
10 C -5.120 0.764 1.268  0.069
11 C -6.488 0.588 1.314  -0.007
12 C -7.217 0.493 0.133  0.077
13 C -6.560 0.585 -1.088  -0.006
14 C -5.189 0.768 -1.142  0.067
15 C -1.734 -2.078 1.171  0.015
16 C -2.414 -3.206 0.508  -0.002
17 C -1.804 -3.989 -0.396  0.010
18 C -0.388 -3.899 -0.630  0.003
19 C 0.362 -3.003 0.037  0.008
20 C -0.201 -1.939 0.882  0.025
21 H -0.676 1.837 -5.115  0.001
22 H -0.883 3.774 -3.597  0.000
23 H -1.799 3.469 -1.322  0.007
24 H -2.344 -0.701 -2.089  0.002
25 H -1.394 -0.404 -4.356  0.000
26 H -4.544 0.844 2.183  0.001
27 H -6.992 0.522 2.271  -0.002
28 H -8.289 0.347 0.167  0.005
29 H -7.127 0.513 -2.009  -0.002
30 H -4.694 0.860 -2.101  0.003
31 H -3.431 -3.406 0.811  0.000
32 H -2.359 -4.788 -0.875  0.001
33 H 0.079 -4.643 -1.267  0.000
34 H 1.438 -3.080 0.038  0.001
35 C 5.422 -2.976 -4.587  0.000
36 C 5.036 -2.587 -3.184  0.000
37 C 3.768 -2.089 -2.903  0.000
38 C 3.407 -1.755 -1.606  0.000
39 C 4.321 -1.922 -0.579  0.001
40 C 5.591 -2.407 -0.840  0.000
41 C 5.946 -2.735 -2.139  0.000
42 S 3.806 -1.579 1.108  0.004
43 O 5.001 -1.304 1.875  0.003
44 O 3.043 -2.727 1.521  0.000
45 N 2.816 -0.313 0.974  0.026
46 C 3.356 0.904 0.645  0.002
47 C 4.689 1.183 0.329  -0.001
48 C 5.130 2.487 0.088  0.001
49 C 4.284 3.562 0.138  -0.002
50 C 2.920 3.340 0.402  0.000
51 C 1.980 4.389 0.469  -0.004
52 C 0.673 4.108 0.743  0.001
53 C 0.289 2.772 0.930  0.001
54 N 1.130 1.764 0.860  0.009
55 C 2.446 2.019 0.627  -0.001
56 H 4.676 -2.639 -5.306  0.000
57 H 5.508 -4.062 -4.670  0.000
58 H 6.386 -2.544 -4.860  0.000
59 H 3.052 -1.962 -3.707  0.000
60 H 2.423 -1.362 -1.383  -0.001
61 H 6.288 -2.516 -0.018  0.000
62 H 6.940 -3.113 -2.348  0.000
63 H 5.405 0.380 0.314  0.000
64 H 6.181 2.644 -0.127  0.000
65 H 4.643 4.573 -0.008  0.000
66 H 2.312 5.410 0.320  0.000
67 H -0.073 4.889 0.815  0.000
68 H -0.741 2.532 1.150  0.007
69 O -4.185 -0.809 4.522  0.001
70 C -3.076 -0.101 4.270  0.001
71 C -2.855 1.034 5.049  -0.001
72 C -1.726 1.805 4.865  0.002
73 C -0.785 1.436 3.910  0.000
74 C -0.994 0.315 3.137  0.013
75 C -2.147 -0.467 3.258  0.003
76 C -2.439 -1.657 2.440  0.004
77 O -3.355 -2.403 2.810  0.000
78 O -1.243 -1.122 0.232  0.085
79 H -4.122 -1.606 3.930  0.000
80 H -3.579 1.270 5.819  0.000
81 H -1.569 2.688 5.472  0.000
82 H 0.114 2.024 3.771  0.000
83 H -0.173 -0.026 2.476  0.005

As for the lowest unoccupied orbital energy (spin up / spin down): 2.51 / 1.49 eV. Its expectation value of S² is 2.0254. The calculation puts the highest occupied orbital energy (spin up / spin down) at -3.85 / -4.21 eV. Its charge is -1. The multiplicity is 3. The frontier orbital gap (spin up / spin down) is 6.362 / 5.698 eV.

=====

Result set for largest force on an atom: 0.48, 1.45 eV/Å, one per record in the order listed.